{
  "formula": "C31H33Br60NO5S",
  "method": "ωB97M-V/def2-TZVPD",
  "species": ["O", "C", "C", "C", "C", "C", "O", "S", "O", "O", "O", "N", "C", "C", "C", "C", "C", "C", "H", "H", "H", "H", "H", "H", "H", "H", "H", "H", "H", "H", "H", "C", "Br", "Br", "Br", "H", "C", "Br", "Br", "Br", "H", "C", "Br", "Br", "Br", "H", "C", "Br", "Br", "Br", "H", "C", "Br", "Br", "Br", "H", "C", "Br", "Br", "Br", "H", "C", "Br", "Br", "Br", "H", "C", "Br", "Br", "Br", "H", "C", "Br", "Br", "Br", "H", "C", "Br", "Br", "Br", "H", "C", "Br", "Br", "Br", "H", "C", "Br", "Br", "Br", "H", "C", "Br", "Br", "Br", "H", "C", "Br", "Br", "Br", "H", "C", "Br", "Br", "Br", "H", "C", "Br", "Br", "Br", "H", "C", "Br", "Br", "Br", "H", "C", "Br", "Br", "Br", "H", "C", "Br", "Br", "Br", "H", "C", "Br", "Br", "Br", "H"],
  "xyz": [[0.372, -0.128, -1.723], [-0.433, -0.403, -0.861], [-0.025, -1.308, 0.298], [0.872, -2.527, -0.115], [0.118, -3.793, 0.309], [-0.056, -4.008, 1.840], [0.059, -5.409, 2.129], [-0.218, -6.111, 0.686], [-1.583, -5.975, 0.345], [0.351, -7.391, 0.808], [0.655, -5.052, -0.147], [-1.766, 0.199, -0.959], [-2.462, 0.258, 0.311], [-2.004, 1.047, 1.316], [-2.674, 1.041, 2.599], [-3.746, 0.219, 2.731], [-4.219, -0.554, 1.685], [-3.588, -0.548, 0.471], [-0.872, -1.697, 0.875], [0.541, -0.688, 1.004], [1.144, -2.568, -1.185], [1.775, -2.498, 0.508], [-0.875, -3.615, -0.126], [-1.091, -3.735, 2.090], [0.549, -3.312, 2.426], [-2.299, -0.381, -1.602], [-1.115, 1.639, 1.118], [-2.292, 1.670, 3.395], [-4.249, 0.163, 3.691], [-5.086, -1.186, 1.843], [-3.956, -1.188, -0.326], [0.227, 1.446, -4.441], [-0.653, 3.101, -4.876], [-0.539, -0.085, -5.331], [2.105, 1.569, -4.774], [0.100, 1.286, -3.379], [0.816, 1.625, 5.642], [0.405, 0.427, 7.090], [-0.021, 1.061, 3.998], [0.378, 3.449, 6.073], [1.886, 1.585, 5.487], [3.810, 3.380, 2.826], [4.357, 2.474, 4.439], [2.604, 2.323, 1.755], [3.077, 5.115, 3.223], [4.699, 3.538, 2.231], [6.420, 0.965, -5.609], [7.027, 0.042, -4.045], [5.183, -0.118, -6.621], [5.641, 2.655, -5.164], [7.274, 1.148, -6.247], [3.243, -4.334, -3.529], [3.768, -5.310, -1.943], [1.996, -5.336, -4.602], [2.560, -2.566, -3.110], [4.136, -4.201, -4.121], [-0.315, 6.718, -3.269], [1.473, 6.081, -3.522], [-0.394, 8.135, -1.964], [-1.130, 7.231, -4.938], [-0.889, 5.888, -2.876], [5.085, 4.821, 7.891], [5.349, 6.610, 8.559], [5.837, 3.498, 9.074], [3.231, 4.465, 7.511], [5.620, 4.750, 6.954], [-4.444, 4.688, 1.225], [-6.283, 4.989, 0.696], [-3.910, 2.819, 1.107], [-3.241, 5.831, 0.255], [-4.374, 4.965, 2.268], [-2.222, -2.233, 8.412], [-3.154, -0.829, 7.480], [-1.551, -3.572, 7.201], [-0.822, -1.538, 9.545], [-2.941, -2.718, 9.057], [7.496, -4.257, -2.539], [9.185, -5.162, -2.720], [7.579, -2.823, -1.261], [6.824, -3.651, -4.236], [6.787, -4.979, -2.157], [-5.247, -5.245, -1.181], [-4.998, -3.448, -0.520], [-4.516, -6.536, 0.033], [-7.092, -5.605, -1.608], [-4.688, -5.320, -2.103], [6.824, -3.453, 2.859], [7.354, -4.420, 4.437], [5.603, -4.468, 1.774], [6.111, -1.714, 3.291], [7.717, -3.294, 2.270], [-8.052, 3.726, -3.044], [-7.689, 5.570, -2.630], [-8.099, 3.423, -4.946], [-6.827, 2.528, -2.153], [-9.040, 3.504, -2.665], [8.732, 3.792, -3.343], [8.647, 5.340, -4.488], [10.222, 2.659, -3.792], [8.738, 4.282, -1.479], [7.832, 3.218, -3.519], [-4.352, 0.864, 11.405], [-6.162, 1.295, 10.909], [-4.010, -1.028, 11.274], [-3.070, 1.891, 10.398], [-4.232, 1.136, 12.444], [-10.017, 1.672, -8.189], [-9.501, 0.432, -6.805], [-8.743, 3.109, -8.376], [-10.329, 0.776, -9.863], [-10.954, 2.116, -7.886], [-3.324, -2.954, -6.708], [-4.244, -1.337, -7.173], [-4.063, -4.488, -7.611], [-1.434, -2.794, -7.008], [-3.466, -3.111, -5.648], [4.393, -1.280, 8.211], [5.440, -2.749, 7.560], [4.194, 0.106, 6.885], [2.679, -1.857, 8.868], [4.930, -0.849, 9.045], [10.166, 2.113, -8.403], [10.386, 3.920, -7.783], [11.001, 0.843, -7.218], [8.305, 1.701, -8.682], [10.663, 2.031, -9.359], [-11.427, -0.418, -3.452], [-11.271, 1.429, -2.924], [-10.641, -1.600, -2.151], [-13.251, -0.891, -3.844], [-10.865, -0.533, -4.368]],
  "atomic_forces_ev_per_a": [[-0.3, -0.5, 0.3], [0.0, 0.8, -0.8], [0.2, -0.5, 0.1], [0.4, -0.4, 0.8], [-0.7, 1.0, -0.2], [-1.7, 1.2, 0.2], [0.3, 0.6, -1.2], [0.7, -0.1, 1.8], [-0.4, 0.3, -0.4], [0.7, -0.4, -0.8], [-0.4, -0.4, -0.1], [0.8, -0.9, 1.5], [0.0, -1.2, -1.7], [0.5, -0.3, 2.0], [1.7, -0.5, -1.8], [-0.6, -0.4, 1.4], [-0.4, -0.5, 0.0], [-0.3, 0.0, 0.1], [-0.2, 0.4, -0.2], [-0.1, 0.0, -0.1], [-0.4, 0.2, 0.9], [0.2, 0.2, -0.5], [0.0, -0.8, 0.0], [0.2, 0.0, 0.0], [0.6, -0.9, 0.2], [0.0, 0.3, -0.3], [-0.2, 0.2, 0.2], [-0.5, -0.1, -0.3], [0.0, 0.1, -0.1], [0.0, 0.0, 0.0], [0.2, 0.4, 0.0], [-0.1, 0.0, 0.2], [-0.2, 0.0, -0.1], [0.0, 0.3, 0.1], [0.3, 0.0, 0.0], [0.0, -0.1, 0.0], [0.2, -0.2, 0.1], [-0.1, 0.3, -0.2], [0.5, -0.1, 0.5], [-0.2, -0.1, -0.1], [0.0, 0.0, 0.0], [-0.1, 0.1, -0.1], [0.1, 0.0, -0.2], [0.2, 0.1, 0.1], [0.0, -0.1, 0.0], [0.0, 0.0, 0.0], [-0.1, -0.2, -0.1], [0.1, 0.0, 0.1], [0.1, 0.0, 0.0], [-0.1, 0.2, 0.0], [0.0, 0.0, 0.1], [-0.2, 0.2, 0.0], [0.0, 0.1, -0.1], [0.0, 0.1, 0.1], [0.4, -0.3, -0.5], [0.0, 0.0, 0.0], [-0.1, -0.1, 0.0], [0.1, 0.0, 0.0], [0.0, -0.1, -0.1], [0.0, 0.0, 0.1], [0.0, 0.0, 0.0], [0.0, 0.0, 0.0], [0.0, -0.1, 0.0], [0.0, 0.1, 0.0], [0.2, 0.0, 0.1], [0.0, 0.0, 0.0], [-0.4, -0.2, -0.2], [0.2, 0.0, 0.2], [-1.1, 2.7, -0.5], [0.0, 0.0, 0.0], [0.0, 0.0, 0.0], [0.0, 0.0, -0.1], [0.0, -0.1, 0.0], [0.0, 0.1, 0.0], [0.0, -0.1, 0.0], [0.0, 0.0, 0.0], [0.0, -0.2, 0.1], [-0.1, 0.1, 0.0], [0.0, 0.1, 0.0], [0.1, -0.1, 0.0], [0.0, 0.0, 0.0], [0.0, -0.2, 0.0], [-0.1, -0.2, -0.1], [-0.3, 0.0, -0.1], [0.1, 0.1, 0.0], [0.0, 0.0, 0.0], [0.0, 0.1, 0.0], [0.0, 0.0, 0.0], [-0.1, 0.0, 0.0], [0.0, -0.1, 0.0], [0.0, 0.0, 0.0], [0.0, -0.1, 0.0], [0.0, 0.0, -0.1], [0.0, 0.1, 0.2], [-0.1, 0.1, -0.1], [0.0, 0.0, 0.0], [0.0, 0.0, 0.0], [0.0, -0.1, 0.1], [-0.1, 0.1, 0.0], [0.0, 0.0, -0.1], [0.0, 0.0, 0.0], [0.0, 0.1, -0.1], [0.1, 0.0, 0.0], [-0.2, 0.1, 0.2], [-0.1, -0.1, 0.0], [0.0, 0.0, 0.0], [-0.1, 0.0, 0.0], [0.0, 0.0, -0.1], [-0.1, -0.1, 0.0], [0.0, 0.0, 0.1], [0.0, 0.0, 0.0], [-0.1, 0.0, 0.1], [0.0, 0.0, 0.0], [0.0, 0.1, 0.0], [0.0, -0.2, -0.1], [0.0, 0.0, 0.0], [0.0, 0.0, 0.1], [0.0, 0.0, -0.1], [0.1, -0.1, 0.0], [0.1, -0.1, 0.0], [0.0, 0.0, 0.0], [0.1, 0.1, 0.1], [0.0, -0.1, 0.0], [-0.1, 0.0, -0.1], [0.0, 0.0, -0.1], [0.0, 0.0, 0.0], [0.1, -0.1, 0.0], [0.0, 0.0, 0.0], [0.0, 0.1, -0.1], [0.1, 0.0, 0.0], [0.0, 0.0, 0.0]],
  "lumo_energy_ha": -0.0200,
  "max_force_ev_per_a": 2.95,
  "homo_lumo_gap_ev": 8.63
}